[1]
Here is C2H2O2S3 as an isolated structure from OMol25. Energies are from wB97M-V/def2-TZVPD.

Output
HOMO ... -9.4 eV
Maximum force ... 2.4 eV Å⁻¹

```
! RIJCOSX wB97M-V def2-TZVPD def2/J DEFGRID3
* xyz 0 1
C 0.064 1.056 1.219
C 1.558 -0.166 -0.271
O -2.494 -1.295 0.405
O -2.164 0.420 -1.321
S 0.931 1.592 -0.227
S 0.652 -0.583 1.275
S -2.533 0.054 0.003
H 1.452 -0.900 -1.145
H 2.535 -0.179 0.062
*
```

---

[2]
Here is a 3-piece molecular cluster, C4H14O2 overall from OMol25. Energies are from wB97M-V/def2-TZVPD.

Output
HOMO (alpha / beta) ... 0.8 / -7.3 eV
Maximum force ... 3.0 eV Å⁻¹

```
! RIJCOSX wB97M-V def2-TZVPD def2/J DEFGRID3
* xyz -1 2
C 0.076 0.711 -1.765
C -0.093 -0.459 -0.789
C 1.140 -0.535 0.152
C 1.156 -1.774 0.956
H 0.723 0.389 -2.713
H 0.766 1.430 -1.372
H -0.914 1.193 -1.898
H -0.162 -1.435 -1.182
H -0.885 -0.266 -0.133
H 0.946 0.226 0.875
H 2.055 -0.177 -0.418
H 2.129 -2.309 1.025
H 0.606 -2.526 0.424
H 0.893 -1.531 1.994
H -2.829 0.057 0.379
H -2.696 -1.200 1.318
O -3.211 -0.763 0.608
H -0.725 2.886 0.866
H 0.870 2.746 0.776
O 0.155 3.336 0.896
*
```

---

[3]
Here is a 3-piece molecular cluster, C35H62BrClN4O2 overall from OMol25. Energies are from wB97M-V/def2-TZVPD.

Output
HOMO ... -8.2 eV
Maximum force ... 0.5 eV Å⁻¹
SMILES ... COCCCCCCCCCc1cc(CC(=O)Br)c2nccnc2c1C[C@H](C)Cl.CCN(CC)CC.CCN(CC)CC

```
! RIJCOSX wB97M-V def2-TZVPD def2/J DEFGRID3
* xyz 0 1
C -2.582 4.592 7.962
O -3.575 3.747 8.489
C -4.872 4.028 7.989
C -5.187 3.260 6.697
C -5.431 4.138 5.473
C -5.368 3.399 4.125
C -4.117 3.728 3.312
C -2.784 3.329 3.974
C -1.940 2.378 3.134
C -2.640 1.040 2.881
C -1.656 -0.079 2.543
C -0.664 0.228 1.442
C 0.702 0.213 1.815
C 1.714 0.541 0.967
C 3.157 0.509 1.396
C 3.341 1.118 2.761
O 3.157 2.242 3.079
Br 3.966 -0.188 4.107
C 1.383 0.904 -0.354
N 2.375 1.270 -1.216
C 2.017 1.603 -2.421
C 0.662 1.564 -2.837
N -0.304 1.216 -2.045
C 0.023 0.888 -0.764
C -1.009 0.550 0.153
C -2.436 0.572 -0.314
C -3.107 -0.812 -0.261
C -3.144 -1.510 -1.618
Cl -4.770 -0.662 0.394
H -2.503 4.503 6.873
H -1.631 4.294 8.399
H -2.770 5.640 8.216
H -5.562 3.751 8.783
H -4.963 5.104 7.806
H -6.066 2.634 6.857
H -4.347 2.586 6.526
H -4.721 4.969 5.460
H -6.421 4.587 5.577
H -5.441 2.321 4.285
H -6.231 3.685 3.523
H -4.122 4.808 3.148
H -4.199 3.270 2.326
H -2.985 2.830 4.925
H -2.206 4.220 4.220
H -1.017 2.169 3.681
H -1.676 2.849 2.184
H -3.409 1.140 2.116
H -3.170 0.746 3.792
H -2.201 -1.004 2.342
H -1.075 -0.272 3.446
H 0.944 -0.054 2.836
H 3.770 1.091 0.710
H 3.536 -0.511 1.392
H 2.785 1.917 -3.118
H 0.424 1.825 -3.863
H -3.007 1.291 0.270
H -2.472 0.925 -1.341
H -2.568 -1.450 0.434
H -3.124 -2.592 -1.495
H -2.284 -1.210 -2.213
H -4.060 -1.266 -2.152
C 8.163 -4.417 1.061
C 7.950 -3.669 -0.246
N 6.553 -3.376 -0.512
C 6.299 -2.939 -1.872
C 6.905 -1.607 -2.332
C 5.857 -2.648 0.534
C 6.424 -1.290 0.968
H 7.546 -5.316 1.095
H 9.209 -4.714 1.149
H 7.925 -3.804 1.931
H 8.307 -4.293 -1.070
H 8.586 -2.768 -0.246
H 5.215 -2.904 -2.013
H 6.662 -3.730 -2.535
H 6.392 -0.750 -1.897
H 6.817 -1.521 -3.417
H 7.964 -1.534 -2.083
H 5.803 -3.292 1.416
H 4.821 -2.523 0.207
H 7.503 -1.326 1.122
H 5.972 -0.995 1.917
H 6.211 -0.503 0.245
C -3.563 -3.219 -8.115
C -3.038 -2.452 -6.911
N -1.739 -2.918 -6.462
C -1.363 -2.414 -5.155
C -1.141 -0.906 -4.995
C -0.693 -2.930 -7.470
C -0.361 -1.609 -8.179
H -3.562 -4.292 -7.917
H -4.586 -2.910 -8.331
H -2.971 -3.035 -9.012
H -3.732 -2.590 -6.078
H -3.051 -1.374 -7.146
H -0.461 -2.944 -4.836
H -2.149 -2.721 -4.456
H -0.206 -0.583 -5.455
H -1.083 -0.640 -3.939
H -1.955 -0.324 -5.430
H -0.967 -3.665 -8.229
H 0.210 -3.325 -6.997
H -1.262 -1.085 -8.499
H 0.233 -1.813 -9.072
H 0.218 -0.934 -7.550
*
```

---

[4]
Here is one molecule with the formula C3H5N3 from OMol25. Energies are from wB97M-V/def2-TZVPD.

Output
HOMO ... -9.5 eV
Maximum force ... 0.5 eV Å⁻¹
SMILES ... [H]/N=C/[C@@H]1N=C1N

```
! RIJCOSX wB97M-V def2-TZVPD def2/J DEFGRID3
* xyz 0 1
H -3.359 0.237 0.098
N -2.521 0.526 -0.406
C -1.478 0.272 0.270
C -0.171 0.409 -0.431
N 0.304 -1.001 -0.821
C 1.038 -0.297 -0.081
N 2.250 -0.385 0.516
H -1.475 -0.190 1.266
H -0.154 1.180 -1.205
H 2.762 -1.209 0.229
H 2.804 0.456 0.566
*
```

---

[5]
Here is a 2-piece molecular cluster, C4H12N2S overall from OMol25. Energies are from wB97M-V/def2-TZVPD.

Output
HOMO ... -6.6 eV
Maximum force ... 2.8 eV Å⁻¹

```
! RIJCOSX wB97M-V def2-TZVPD def2/J DEFGRID3
* xyz 0 1
C -0.140 -3.043 0.104
C 0.455 -1.917 0.958
S -0.662 -0.481 1.147
H -0.408 -2.667 -0.892
H -1.032 -3.399 0.584
H 0.574 -3.867 0.004
H 1.431 -1.597 0.518
H 0.701 -2.283 1.953
C -0.009 3.005 0.245
N 0.373 -0.023 -1.701
C 0.723 1.040 -0.999
N 0.008 2.164 -0.968
H 0.604 3.931 0.089
H 0.391 2.406 1.081
H -1.068 3.242 0.488
H -0.302 0.106 -2.503
H 0.151 -0.780 -1.019
H 1.517 0.910 -0.227
H -0.818 2.195 -1.588
*
```

---

[6]
Here is a 2-piece molecular cluster, C5H15N overall from OMol25. Energies are from wB97M-V/def2-TZVPD.

Output
HOMO ... -8.0 eV
Maximum force ... 3.4 eV Å⁻¹
SMILES ... CCC.CNC

```
! RIJCOSX wB97M-V def2-TZVPD def2/J DEFGRID3
* xyz 0 1
C -0.992 -0.164 -1.877
C -0.428 1.171 -2.352
C 0.528 1.759 -1.258
H -1.964 0.037 -1.384
H -0.390 -0.648 -1.090
H -1.307 -0.873 -2.676
H -1.225 1.924 -2.448
H 0.021 0.969 -3.349
H 0.153 1.689 -0.243
H 1.529 1.177 -1.302
H 0.909 2.807 -1.490
C -0.974 -1.199 2.109
N 0.351 -1.200 1.555
C 1.511 -0.319 1.719
H -1.735 -1.430 1.326
H -0.989 -2.021 2.801
H -1.246 -0.172 2.498
H 0.600 -2.120 1.405
H 2.438 -0.824 1.274
H 1.548 -0.123 2.763
H 1.326 0.520 0.979
*
```